The following is a DFT calculation (ωB97M-V with the def2-TZVPD basis set) of 2 unconnected molecules or ions with the total composition C5H10O.

Summary:
ΔE to the lowest compared entry with this formula, charge and spin (kJ/mol): 392.1
LUMO energy (eV): 0.9
HOMO level (eV): -8.05
Strongest force on any atom (hartree/bohr): 0.0048
Total charge: 0

The geometry in XYZ format:
```
16
C5H10O ωB97M-V with the def2-TZVPD basis set
C -0.307 0.512 1.928
C -0.259 -0.466 0.774
C -0.946 -0.002 -0.513
C 0.009 -0.509 -1.598
C 1.355 -0.530 -0.907
O 1.140 -0.672 0.396
H 0.237 0.124 2.795
H -1.347 0.692 2.225
H 0.141 1.467 1.632
H -0.629 -1.450 1.088
H -1.964 -0.395 -0.591
H -0.990 1.094 -0.544
H 0.009 0.080 -2.517
H -0.221 -1.551 -1.860
H 1.634 1.204 -1.104
H 2.135 0.401 -1.204
```

Atom charges from the Löwdin analysis, given in e for atoms 1 to 4: -0.04, -0.35, -0.15, -0.21